No. 1
Density functional theory data (wB97M-V/def2-TZVPD) for a molecular structure, C5H6LiO4Rb.

## Properties
<S²>: 0.766
Maximum force: 3.4 eV/Å
HOMO (alpha / beta): -10.53 / -11.96 eV
2S+1: 2
Charge: +1
Kohn-Sham gap (alpha / beta): 0.246 / 0.297 Ha
E_tot: -526.44957 Ha

Structure (XYZ):
```
17
C5H6LiO4Rb | OMol25 | wB97M-V/def2-TZVPD
O 3.6217 -0.2113 -0.8533
C 2.5746 -0.4924 -0.2634
O 2.4121 -1.5747 0.3825
O 1.5882 0.4264 -0.2472
C 0.6536 0.3830 0.7615
C -0.6206 0.9595 0.5160
Rb 6.3837 -3.0058 -0.4340
H 1.0619 0.2909 1.7738
H -0.5339 1.8592 -0.1162
H -1.0858 1.2855 1.4535
Li 0.8611 -2.2202 1.1284
C -2.1399 0.0604 -0.3813
C -3.2606 0.9037 -0.8246
O -4.2587 1.1166 -0.1585
H -2.4483 -0.7104 0.3340
H -3.1582 1.3572 -1.8353
H -1.6509 -0.4274 -1.2359
```



No. 2
Density functional theory data (wB97M-V/def2-TZVPD) for a molecular structure, C41H38O2PPtSb2.

## Properties
Maximum force: 1.2 eV/Å
HOMO (alpha / beta): -16.26 / -16.26 eV
2S+1: 1
Charge: +3
Kohn-Sham gap (alpha / beta): 0.193 / 0.193 Ha
E_tot: -2675.68785 Ha

Structure (XYZ):
```
85
C41H38O2PPtSb2 | OMol25 | wB97M-V/def2-TZVPD
Pt 1.1745 -0.2736 -0.9573
O 0.5029 -3.6134 -2.9004
C 1.0662 -2.5816 -2.7075
O 0.4243 -1.4637 -2.3731
C 2.5935 -2.4952 -2.9201
P 3.5009 -1.2246 -1.9957
C 3.0144 0.4353 -2.5921
C 3.1733 1.5538 -1.7528
C 2.8875 2.8259 -2.2221
C 2.4623 2.9931 -3.5315
C 2.3374 1.8906 -4.3747
C 2.6235 0.6138 -3.9220
C 3.1922 -1.4945 -0.2418
C 3.8196 -0.6643 0.7531
C 3.6618 -0.9109 2.0717
C 2.8475 -2.0222 2.5303
C 2.5037 -3.0134 1.5282
C 2.6702 -2.7583 0.2109
H 2.7794 -2.3182 -3.9828
H 3.0374 -3.4665 -2.7034
H 3.6047 1.4388 -0.7680
H 3.0210 3.6818 -1.5744
H 2.2522 3.9844 -3.9096
H 2.0265 2.0274 -5.4021
H 2.5228 -0.2233 -4.5993
H 4.4406 0.1660 0.4442
H 4.1517 -0.2784 2.8031
H 2.9526 -2.3476 3.5607
H 2.0633 -3.9515 1.8411
H 2.3518 -3.5091 -0.4984
C -1.4136 1.4170 0.9168
C -0.1543 1.8444 1.6633
C 0.9653 0.8160 1.7330
Sb 0.7243 -1.0053 2.8600
C -0.9446 -2.0523 2.1172
C -0.9250 -2.3645 0.7532
C -1.9796 -3.0507 0.1725
C -3.0290 -3.4573 0.9867
C -3.0216 -3.1907 2.3551
C -1.9727 -2.4938 2.9444
C 0.3275 -0.2805 4.7828
C 1.3008 -0.2862 5.7766
C 0.9840 0.2378 7.0227
C -0.2848 0.7526 7.2592
C -1.2480 0.7508 6.2581
C -0.9521 0.2293 5.0050
Sb -1.0653 0.9069 -1.1371
C -0.9132 2.6320 -2.2915
C -0.4767 3.8305 -1.7268
C -0.4807 4.9834 -2.4966
C -0.9034 4.9323 -3.8218
C -1.3288 3.7329 -4.3822
C -1.3396 2.5744 -3.6181
C -2.6702 -0.2524 -1.7788
C -2.6152 -1.0554 -2.9154
C -3.7519 -1.7536 -3.2946
C -4.9216 -1.6467 -2.5511
C -4.9685 -0.8364 -1.4232
C -3.8395 -0.1333 -1.0291
H -2.1550 2.2179 0.9228
H -1.8725 0.5241 1.3466
H -0.4298 2.1079 2.6893
H 0.2552 2.7583 1.2239
H 1.8926 1.2495 2.1108
H 1.2928 0.4711 0.6837
H -0.0177 -2.0581 0.2342
H -1.9630 -3.2928 -0.8821
H -3.8521 -4.0157 0.5604
H -3.8419 -3.5340 2.9722
H -1.9804 -2.2983 4.0090
H 2.2895 -0.6938 5.6034
H 1.7267 0.2372 7.8093
H -0.5277 1.1539 8.2337
H -2.2360 1.1472 6.4525
H -1.7154 0.2160 4.2357
H -0.1572 3.8855 -0.6928
H -0.1692 5.9239 -2.0612
H -0.9143 5.8362 -4.4165
H -1.6725 3.7032 -5.4078
H -1.7034 1.6495 -4.0512
H -1.7067 -1.1522 -3.4920
H -3.7237 -2.3806 -4.1759
H -5.8041 -2.1920 -2.8581
H -5.8839 -0.7446 -0.8541
H -3.8924 0.4990 -0.1500
```



No. 3
Density functional theory data (wB97M-V/def2-TZVPD) for 3 unconnected molecules or ions with the total composition C26H27BN2OS.

## Properties
Maximum force: 3.9 eV/Å
HOMO: -8.35 eV
2S+1: 1
SMILES string: CN(C)B(O)c1ccc2c(c1)Sc1ccccc1N2.c1ccccc1.c1ccccc1
Kohn-Sham gap: 0.328 Ha
E_tot: -1614.71219 Ha

Structure (XYZ):
```
58
C26H27BN2OS | OMol25 | wB97M-V/def2-TZVPD
C -1.5409 -7.1555 1.6422
N -0.7687 -7.3296 0.3558
C -1.2741 -6.2758 -0.5587
B 0.6470 -7.0520 0.7846
O 1.5235 -8.1435 0.8698
C 1.1687 -5.5581 1.1189
C 1.2133 -4.9742 2.4587
C 1.6856 -3.5875 2.6263
C 2.1044 -2.7456 1.5034
C 2.0434 -3.3948 0.1653
C 1.6035 -4.7584 -0.0562
S 2.5519 -2.3082 -1.2259
C 1.8008 -0.7177 -0.6959
C 1.1580 0.1820 -1.6440
C 0.5495 1.4164 -1.1064
C 0.6591 1.6906 0.3386
C 1.3077 0.7864 1.2797
C 1.8952 -0.4496 0.7599
N 2.5757 -1.3791 1.6516
H -1.0253 -7.8328 2.3890
H -1.4092 -6.0906 2.0038
H -2.6172 -7.4418 1.5206
H -0.5225 -6.0910 -1.3691
H -1.4097 -5.2888 -0.0198
H -2.2492 -6.5345 -1.0551
H 1.3065 -8.7621 0.1488
H 0.9025 -5.5825 3.3457
H 1.7238 -3.1160 3.6444
H 1.5671 -5.2102 -1.0705
H 1.1207 -0.0453 -2.7401
H 0.0089 2.1437 -1.7575
H 0.2168 2.6395 0.7295
H 1.3620 0.9880 2.3751
H 3.5517 -1.3987 1.3096
C -4.4555 4.6333 -1.9814
C -4.4452 3.3629 -2.5449
C -3.6174 2.3768 -2.0221
C -2.7963 2.6623 -0.9375
C -2.8000 3.9354 -0.3797
C -3.6304 4.9206 -0.9003
H -5.1061 5.4004 -2.3853
H -5.0837 3.1410 -3.3924
H -3.6117 1.3850 -2.4597
H -2.1526 1.8930 -0.5277
H -2.1551 4.1603 0.4627
H -3.6349 5.9127 -0.4638
C 2.3518 7.0266 0.7874
C 2.6352 5.6786 0.6031
C 1.9585 4.9525 -0.3697
C 0.9948 5.5736 -1.1557
C 0.7050 6.9193 -0.9652
C 1.3843 7.6464 0.0050
H 2.8843 7.5944 1.5416
H 3.3848 5.1934 1.2178
H 2.1818 3.9021 -0.5158
H 0.4685 5.0079 -1.9164
H -0.0507 7.4024 -1.5742
H 1.1599 8.6965 0.1520
```



> Among the records above, which one has the highest 2S+1?

C5H6LiO4Rb